# C4H5NO2

The molecule C4H5NO2 (ωB97M-V/def2-TZVPD, the Open Molecules 2025 dataset).

Calculated values
* F_max: 0.1233 hartree/bohr
* frontier orbital gap: 7.759 eV
* E: -9809.2944 eV
* molecular weight: 99.09 g mol⁻¹
* energy relative to the best compared isomer or geometry (same formula, charge and spin): 484.4 kJ/mol

```
! RIJCOSX wB97M-V def2-TZVPD def2/J DEFGRID3
* xyz 0 1
N 0.597 -0.565 1.757
C 0.504 -0.179 0.457
O 1.430 -0.558 -0.431
C 0.912 -0.020 -1.746
C -0.260 0.681 -1.292
C -0.646 0.436 0.060
O -1.784 0.418 0.800
H -0.488 -0.884 2.116
H 1.440 -1.233 1.765
H 1.221 -0.433 -2.879
H -1.155 0.968 -2.109
H -1.771 1.369 1.501
*
```

These are the Löwdin partial charges, in e, on atoms 1 to 5: 0.09 -0.47 0.00 -0.05 -0.07